Entry 1:
The following is a DFT calculation (ωB97M-V/def2-TZVPD) of a structure of composition C32H29ClCrN4O9PSSe.

Summary:
- Relative energy (zero: lowest compared OMol25 entry of this formula, charge and spin): 98.01 kJ/mol
- Multiplicity: 4
- LUMO level (alpha / beta): -2.10 / -1.56 eV
- Highest occupied orbital energy (alpha / beta): -7.93 / -7.93 eV
- Expectation value of S²: 3.80

Structure (XYZ):
```
79
C32H29ClCrN4O9PSSe ωB97M-V/def2-TZVPD
Se 2.557 2.701 -1.336
Cr 1.395 -0.089 -0.941
Cl 1.328 -2.442 -1.618
S -6.420 -1.214 2.714
P 0.996 -1.021 1.292
O 1.774 4.069 -1.088
O 4.147 2.683 -1.437
O -5.669 -2.328 2.156
O -7.853 -1.355 2.650
O -5.877 -0.720 3.968
O 2.746 0.046 -2.289
O 1.984 1.555 -0.196
O 1.811 2.087 -2.799
O 0.893 0.140 -3.515
N -4.988 0.051 0.815
N -6.766 1.297 1.721
N -0.563 0.358 -0.954
N 1.973 1.203 -5.659
C -5.265 2.325 0.176
C -0.959 1.621 -0.756
C 4.742 -0.457 2.716
C 2.144 0.723 -3.284
C -2.746 -1.010 2.956
C -2.819 0.284 3.454
C -0.511 -0.562 2.161
C 0.819 -3.674 2.180
C -1.592 -1.432 2.313
C 3.280 -0.465 4.630
C -4.572 1.129 0.149
C -1.747 1.155 3.303
C 0.948 -2.828 1.076
C 3.650 -0.627 1.882
C -3.231 0.934 -0.467
C -6.397 2.330 0.987
C 1.024 -4.795 -0.358
C 4.554 -0.378 4.090
C -2.282 1.944 -0.529
C -1.503 -0.605 -1.036
C 0.872 -5.606 0.755
C 2.043 2.677 -5.748
C 0.777 -5.047 2.023
C -2.831 -0.360 -0.797
C 2.370 -0.728 2.423
C 4.056 1.828 -4.633
C 2.920 0.806 -4.608
C -0.595 0.743 2.651
C 3.428 3.105 -5.222
C -6.038 0.184 1.609
C 2.182 -0.639 3.799
C 1.063 -3.425 -0.169
H 0.235 1.431 2.529
H -1.810 2.165 3.687
H 5.733 -0.369 2.294
H -1.557 -2.435 1.909
H 4.846 1.455 -5.287
H 4.049 3.506 -6.023
H 1.116 -5.215 -1.348
H 1.857 2.985 -6.777
H 3.135 -0.391 5.699
H -2.531 2.969 -0.298
H -0.192 2.379 -0.697
H -4.955 3.202 -0.373
H 2.254 0.787 -6.537
H 0.739 -3.240 3.169
H 3.270 -0.213 -4.784
H 3.329 3.884 -4.468
H 3.802 -0.663 0.808
H 0.656 0.404 -4.435
H 1.185 -0.693 4.220
H -1.158 -1.610 -1.235
H 5.406 -0.237 4.742
H -3.543 -1.171 -0.751
H -7.017 3.219 1.058
H 0.835 -6.679 0.629
H -3.734 0.606 3.938
H 4.493 1.984 -3.649
H -3.615 -1.653 3.006
H 1.253 3.102 -5.129
H 0.663 -5.683 2.889
```

=====

Entry 2:
The following is a DFT calculation (ωB97M-V/def2-TZVPD) of a structure of composition C32H29ClN2O2SiV.

Summary:
- Relative energy (zero: lowest compared OMol25 entry of this formula, charge and spin): 0.00 kJ/mol
- Multiplicity: 2
- LUMO level (alpha / beta): -7.86 / -7.57 eV
- Highest occupied orbital energy (alpha / beta): -14.12 / -14.12 eV
- Expectation value of S²: 0.76
- Net charge: +2

Structure (XYZ):
```
68
C32H29ClN2O2SiV ωB97M-V/def2-TZVPD
V 1.485 0.857 -1.074
Cl 4.536 -4.388 2.696
Si -1.333 -0.814 -0.863
O 2.728 -0.382 -1.164
O -0.107 0.459 -1.206
N 1.780 1.013 0.857
N 1.655 2.879 -0.936
C 1.383 3.281 0.350
C 0.755 3.957 2.960
C -4.948 0.333 0.716
C 1.706 3.790 -1.901
C 2.319 0.089 1.599
C 0.391 -3.533 1.798
C -5.196 1.552 0.102
C -0.290 -1.593 3.046
C -0.054 -2.934 0.626
C 1.492 5.148 -1.656
C 3.791 -2.450 -0.716
C 1.388 2.289 1.352
C -2.830 0.174 -0.445
C 1.057 2.615 2.638
C 0.012 -2.193 -2.950
C -0.744 -1.003 1.874
C 1.112 4.619 0.668
C -2.288 -2.983 -2.269
C 2.911 -1.107 1.104
C 0.794 4.939 2.010
C 4.218 -3.388 0.208
C -3.771 -0.350 0.447
C 1.183 5.559 -0.384
C -3.099 1.402 -1.059
C -2.008 -0.853 -3.549
C 3.133 -1.317 -0.272
C 0.271 -2.865 3.008
C 3.378 -2.060 2.024
C 4.008 -3.197 1.576
C -4.271 2.088 -0.785
C -0.636 -1.662 0.641
C -1.380 -1.757 -2.477
H 3.969 -2.587 -1.773
H -3.023 -0.554 -3.288
H 4.729 -4.281 -0.127
H -2.395 1.825 -1.768
H -3.283 -2.693 -1.923
H 0.644 -1.334 -3.199
H -0.083 -2.783 -3.865
H 0.580 5.967 2.271
H 1.023 1.863 3.415
H -0.416 -1.085 3.994
H -1.226 -0.031 1.924
H 0.499 4.202 3.981
H -2.054 -1.396 -4.496
H -6.115 2.084 0.310
H 1.559 5.848 -2.476
H 0.595 -3.342 3.924
H 0.029 -3.489 -0.299
H -4.471 3.035 -1.268
H 3.226 -1.907 3.085
H 0.813 -4.529 1.769
H -1.420 0.054 -3.722
H -5.672 -0.087 1.402
H 1.916 3.437 -2.903
H 0.546 -2.807 -2.222
H 0.993 6.605 -0.176
H 2.388 0.268 2.669
H -1.876 -3.697 -1.554
H -3.589 -1.299 0.940
H -2.415 -3.504 -3.220
```

=====

Entry 3:
The following is a DFT calculation (ωB97M-V/def2-TZVPD) of a structure of composition C32H29FIN3O6SZr.

Summary:
- LUMO level: -0.01 eV
- Highest occupied orbital energy: -8.00 eV

Structure (XYZ):
```
74
C32H29FIN3O6SZr ωB97M-V/def2-TZVPD
I 14.523 14.910 15.924
Zr 8.965 9.599 11.442
S 13.499 8.885 9.858
F 6.770 14.512 6.985
O 9.853 11.719 11.567
O 7.335 11.053 12.494
O 5.106 12.683 5.684
O 7.422 10.649 10.343
O 4.096 10.815 9.780
O 9.924 10.372 13.312
N 9.531 9.270 9.173
N 5.596 12.520 9.722
N 4.493 11.869 7.760
C 13.587 9.221 11.532
C 12.468 12.850 15.481
C 13.107 13.881 14.775
C 7.478 7.557 10.823
C 8.608 9.229 8.209
C 11.490 12.111 14.826
C 6.939 11.295 11.363
C 11.852 13.398 12.823
C 10.246 6.884 13.254
C 11.105 8.466 7.586
C 12.356 9.317 12.130
C 6.296 13.473 9.014
C 9.046 7.302 12.491
C 12.828 14.167 13.462
C 4.695 11.665 9.134
C 11.184 12.400 13.486
C 5.520 8.574 12.190
C 11.737 8.936 9.942
C 10.258 11.476 12.749
C 7.938 7.987 13.029
C 10.785 8.902 8.863
C 5.212 12.733 6.912
C 6.949 8.154 12.022
C 5.927 12.377 11.155
C 9.583 6.252 10.146
C 6.611 7.367 9.644
C 6.132 13.572 7.687
C 11.270 9.144 11.218
C 7.800 8.453 14.439
C 8.746 7.046 11.107
C 8.863 8.716 6.935
C 10.126 8.312 6.597
H 9.212 5.234 10.081
H 4.943 7.606 12.295
H 3.933 11.203 7.280
H 7.269 7.683 15.015
H 6.265 8.333 9.307
H 14.523 9.302 12.073
H 11.632 13.554 11.760
H 7.098 6.770 8.825
H 8.091 8.677 6.220
H 12.138 8.186 7.316
H 10.636 6.102 10.481
H 7.218 9.396 14.479
H 11.121 6.770 12.648
H 6.329 13.297 11.515
H 10.421 7.953 5.634
H 12.206 9.449 13.138
H 5.043 12.125 11.681
H 7.633 9.635 8.442
H 10.980 11.302 15.321
H 9.489 6.638 9.136
H 12.650 12.729 16.529
H 13.400 14.973 12.997
H 10.443 7.599 14.047
H 8.776 8.571 14.960
H 5.744 6.776 9.943
H 6.997 14.094 9.577
H 5.410 9.215 13.052
H 5.144 9.145 11.346
H 10.106 5.942 13.746
```

=====

Entry 4:
The following is a DFT calculation (ωB97M-V/def2-TZVPD) of a structure of composition C32H29N3O2P2Pd.

Summary:
- Relative energy (zero: lowest compared OMol25 entry of this formula, charge and spin): 344.34 kJ/mol
- Multiplicity: 3
- LUMO level (alpha / beta): -7.10 / -8.89 eV
- Highest occupied orbital energy (alpha / beta): -12.65 / -14.01 eV
- Expectation value of S²: 2.04
- Net charge: +2

Structure (XYZ):
```
69
C32H29N3O2P2Pd ωB97M-V/def2-TZVPD
Pd 0.429 -0.080 -0.071
P 0.562 1.939 -1.110
P 2.615 0.305 -0.778
O -2.426 -0.841 -0.611
O -6.880 -1.281 -0.017
N -5.165 -2.250 -1.158
N 2.211 1.831 -1.393
N -2.554 0.548 0.822
C -4.224 0.854 2.427
C -0.226 5.563 1.552
C 2.934 -0.808 -2.156
C -3.498 0.018 -0.150
C -1.383 1.029 -4.531
C -1.515 -0.245 0.238
C 3.317 -2.119 -1.868
C 3.092 2.816 -2.025
C 1.019 4.948 1.567
C -1.233 5.088 0.721
C -5.092 0.044 1.682
C -5.701 -1.406 -0.250
C 5.370 0.199 -0.399
C -1.124 3.427 -4.502
C -0.770 0.946 -3.291
C 6.436 0.955 1.619
C -2.877 0.943 2.031
C 1.264 3.857 0.748
C 4.043 1.007 1.457
C 5.198 1.241 2.182
C 6.522 0.435 0.335
C 2.927 -1.321 -4.504
C -1.561 2.269 -5.131
C 3.509 -3.021 -2.901
C -4.727 -0.521 0.479
C -0.335 2.109 -2.652
C 3.317 -2.621 -4.218
C -0.996 4.000 -0.104
C 4.128 0.492 0.162
C 0.261 3.389 -0.102
C 2.730 -0.411 -3.475
C -0.510 3.354 -3.261
H 1.801 5.321 2.213
H -6.081 -0.186 2.060
H -0.171 4.260 -2.774
H 7.339 1.132 2.189
H 5.438 -0.210 -1.399
H 3.813 -4.035 -2.680
H 3.769 3.256 -1.292
H 7.488 0.210 -0.096
H 5.136 1.633 3.189
H -4.532 1.276 3.371
H 3.479 -2.430 -0.841
H 2.412 0.599 -3.704
H 2.236 3.380 0.760
H 2.780 -1.011 -5.530
H -1.778 3.641 -0.763
H 3.681 2.351 -2.815
H -2.199 5.575 0.706
H -0.411 6.420 2.186
H -2.075 1.238 2.698
H -1.259 4.389 -4.978
H -3.734 0.743 -0.941
H 2.488 3.609 -2.465
H -4.177 -2.430 -1.210
H -2.042 2.334 -6.098
H -5.793 -2.876 -1.640
H 3.474 -3.326 -5.023
H 3.072 1.207 1.899
H -1.716 0.130 -5.032
H -0.613 -0.020 -2.823
```

=====

Entry 5:
The following is a DFT calculation (ωB97M-V/def2-TZVPD) of a structure of composition C32H30AsBr2N6O2S4Tl.

Summary:
- Relative energy (zero: lowest compared OMol25 entry of this formula, charge and spin): 126.02 kJ/mol
- LUMO level: 3.75 eV
- Highest occupied orbital energy: -1.21 eV
- Net charge: -2

Structure (XYZ):
```
78
C32H30AsBr2N6O2S4Tl ωB97M-V/def2-TZVPD
Tl -0.567 -1.627 0.216
Br 1.010 -5.261 1.620
Br 3.873 -4.223 0.543
As -2.769 -5.552 3.866
S -0.946 -6.460 4.340
S -2.436 -3.880 2.122
S -2.552 -3.308 4.159
S -4.034 -3.449 1.073
O 0.114 6.961 3.439
O -0.200 7.805 1.436
N -1.594 0.471 1.159
N 1.470 -2.007 -1.911
N -0.585 0.965 -0.922
N 1.332 -1.166 2.808
N 1.571 0.176 0.023
N -1.626 -1.390 -2.173
C -0.152 6.744 2.291
C 2.091 -0.929 -4.384
C -2.363 -2.587 -4.135
C -0.472 5.170 0.325
C -2.247 -1.391 -4.892
C 2.728 -0.343 -0.693
C 2.317 -0.392 2.350
C 1.608 -2.084 3.729
C -2.043 -2.491 -2.793
C -0.685 4.347 2.561
C 3.910 -1.486 3.765
C -3.887 1.064 1.631
C 0.925 -2.486 -3.023
C -1.490 -0.212 -2.889
C 1.919 0.676 1.355
C -1.509 1.491 0.123
C -0.762 3.917 -0.162
C -0.976 3.080 2.069
C 3.624 -0.525 2.804
C -2.878 1.877 -0.417
C -2.716 0.380 1.876
C -1.027 2.840 0.696
C 1.192 -1.973 -4.285
C -0.439 5.414 1.705
C 2.885 -2.280 4.244
C -3.966 1.722 0.366
C 0.842 1.193 -0.772
C 2.292 -0.964 -2.000
C 2.650 -0.414 -3.226
C 2.010 -4.579 0.133
C -1.026 0.928 -2.292
C -1.830 -0.240 -4.302
H 0.217 -3.300 -2.896
H -1.168 2.256 2.745
H 2.731 1.419 1.285
H -4.761 0.895 2.242
H 1.080 2.178 -0.360
H -0.642 4.529 3.627
H -0.231 5.950 -0.390
H -2.684 -0.351 2.685
H 1.033 1.168 1.755
H -2.927 2.320 -1.404
H 2.327 -0.493 -5.349
H 4.925 -1.617 4.125
H -2.137 -3.370 -2.152
H 1.993 -5.315 -0.657
H 3.205 -1.107 -0.074
H 0.687 -2.374 -5.155
H 1.573 -3.641 -0.177
H -2.714 -3.515 -4.564
H -2.494 -1.398 -5.950
H 3.061 -3.045 4.991
H -1.735 0.679 -4.873
H 3.473 0.448 -0.892
H 3.319 0.438 -3.262
H -0.510 7.493 0.579
H -0.777 3.750 -1.235
H 1.238 1.162 -1.779
H 0.772 -2.693 4.062
H -0.913 1.830 -2.896
H -4.928 2.067 -0.002
H 4.402 0.120 2.410
```

=====

Entry 6:
The following is a DFT calculation (ωB97M-V/def2-TZVPD) of a structure of composition C32H30AuN6.

Summary:
- Relative energy (zero: lowest compared OMol25 entry of this formula, charge and spin): 71.57 kJ/mol
- LUMO level: -3.89 eV
- Highest occupied orbital energy: -10.57 eV
- Net charge: +1

Structure (XYZ):
```
69
C32H30AuN6 ωB97M-V/def2-TZVPD
Au 1.068 0.266 -0.004
N -9.579 -0.301 0.029
N 1.259 0.221 -2.064
N 1.284 0.313 2.047
N 3.028 0.044 -0.014
N -0.741 1.387 0.010
N -0.687 -1.500 0.006
C 0.575 -0.969 -2.654
C 5.390 -0.018 -2.910
C -1.841 3.352 -0.170
C -2.787 2.334 -0.166
C -2.644 -2.702 0.199
C 4.490 0.057 -3.960
C -1.600 -3.583 0.208
C -6.988 -0.254 0.023
C 4.929 -0.334 1.558
C 2.711 0.134 -2.353
C 0.481 -0.767 2.695
C -2.069 -1.392 0.064
C 3.151 0.032 3.639
C 3.141 0.136 -3.667
C 2.721 0.092 2.328
C -6.301 0.286 1.107
C -0.419 -2.787 0.084
C -4.210 -0.200 0.015
C -8.430 -0.280 0.026
C -6.288 -0.768 -1.065
C 0.850 1.629 2.607
C 3.589 -0.070 1.254
C -2.723 -0.176 0.010
C -4.904 -0.746 -1.061
C -4.918 0.319 1.095
C 5.362 -0.395 2.875
C 0.682 1.452 -2.686
C 3.593 0.034 -1.284
C 4.483 -0.206 3.927
C 4.956 -0.029 -1.593
C -0.605 2.725 -0.056
C -2.106 1.110 -0.048
H -2.015 4.413 -0.242
H 6.405 -0.602 3.071
H 1.180 2.326 -2.278
H -0.209 1.762 2.417
H 2.431 0.202 -4.481
H 0.842 1.414 -3.761
H -0.567 -0.616 2.449
H 0.370 3.191 -0.028
H -3.694 -2.930 0.288
H 4.829 0.060 -4.986
H 6.452 -0.068 -3.110
H -6.830 -1.182 -1.904
H 0.989 -1.874 -2.222
H 4.821 -0.258 4.952
H 5.703 -0.070 -0.822
H 2.453 0.163 4.456
H -3.856 2.447 -0.248
H -6.854 0.677 1.950
H -4.382 0.743 1.935
H -4.356 -1.150 -1.903
H 0.743 -0.967 -3.731
H 1.420 2.423 2.133
H 0.603 -3.148 0.059
H 0.810 -1.732 2.329
H 5.653 -0.514 0.785
H 0.625 -0.714 3.773
H -1.644 -4.656 0.294
H -0.486 -0.908 -2.436
H -0.381 1.490 -2.471
H 1.045 1.636 3.678
```

=====

Q: Which DFT total energy values were calculated for the entries above? A: -184454.926, -86807.567, -73350.246, -64261.234, -295666.299, -46295.784, in eV.
Q: Which max |F| values were calculated for the entries above? A: 0.52, 0.07, 2.80, 0.64, 0.61, 1.17, in eV/Å.